{"formula": "C50H51FeN4O2S", "method": "ωB97M-V/def2-TZVPD", "elements": ["Fe", "C", "C", "C", "C", "C", "C", "C", "N", "N", "C", "C", "C", "C", "C", "C", "N", "C", "C", "C", "C", "C", "C", "N", "H", "H", "H", "H", "H", "H", "H", "H", "H", "H", "H", "H", "H", "H", "H", "H", "H", "H", "H", "H", "C", "S", "O", "C", "C", "C", "C", "C", "C", "H", "H", "H", "H", "H", "H", "H", "H", "C", "C", "C", "C", "C", "C", "C", "O", "C", "C", "C", "H", "H", "H", "H", "H", "H", "H", "H", "H", "H", "H", "H", "C", "C", "C", "C", "C", "C", "C", "C", "C", "C", "C", "C", "C", "C", "H", "H", "H", "H", "H", "H", "H", "H", "H", "H", "H"], "positions_angstrom": [[-0.296, 0.067, -0.102], [-3.403, 0.897, -0.801], [-3.614, -0.383, -1.588], [-3.153, -1.574, -0.818], [-3.587, -2.851, -1.158], [-3.267, -3.915, -0.338], [-2.576, -3.658, 0.842], [-2.168, -2.363, 1.087], [-2.401, -1.340, 0.255], [-2.043, 1.441, -0.908], [-1.874, 2.533, 0.045], [-0.524, 3.131, -0.197], [-0.282, 4.476, 0.034], [0.934, 5.010, -0.360], [1.838, 4.191, -1.016], [1.519, 2.858, -1.188], [0.378, 2.312, -0.748], [-1.785, 1.885, -2.286], [-0.920, 0.917, -3.053], [-0.533, 1.174, -4.361], [0.145, 0.191, -5.060], [0.396, -1.028, -4.439], [0.018, -1.180, -3.121], [-0.606, -0.212, -2.437], [-3.608, 0.709, 0.253], [-4.124, 1.646, -1.149], [-3.127, -0.348, -2.564], [-4.682, -0.501, -1.780], [-4.190, -2.994, -2.048], [-3.579, -4.921, -0.591], [-2.359, -4.448, 1.549], [-1.653, -2.113, 2.001], [-1.962, 2.136, 1.062], [-2.635, 3.312, -0.075], [-1.046, 5.092, 0.491], [1.155, 6.056, -0.193], [2.779, 4.580, -1.379], [2.194, 2.191, -1.700], [-1.302, 2.859, -2.301], [-2.729, 2.002, -2.829], [-0.773, 2.124, -4.824], [0.454, 0.362, -6.083], [0.873, -1.840, -4.972], [0.187, -2.105, -2.583], [0.544, -4.741, 0.534], [1.141, -3.364, -0.456], [0.339, -2.164, 0.004], [2.763, -3.281, 0.308], [2.894, -2.756, 1.584], [4.144, -2.746, 2.181], [5.248, -3.236, 1.491], [5.108, -3.725, 0.199], [3.855, -3.757, -0.399], [0.616, -4.482, 1.589], [1.175, -5.602, 0.311], [-0.488, -4.948, 0.250], [2.030, -2.353, 2.100], [4.254, -2.352, 3.184], [6.223, -3.236, 1.961], [5.975, -4.079, -0.343], [3.735, -4.159, -1.400], [0.232, -1.314, 8.664], [0.074, -1.211, 7.177], [-0.038, -2.350, 6.381], [-0.102, -2.270, 5.007], [-0.284, -3.548, 4.222], [-0.060, -0.997, 4.378], [0.046, -1.009, 2.935], [-0.064, -0.080, 2.132], [-0.045, 0.178, 5.184], [-0.087, 1.587, 4.654], [0.034, 0.033, 6.558], [0.066, -2.328, 9.019], [-0.452, -0.637, 9.176], [1.246, -1.017, 8.944], [-0.072, -3.322, 6.859], [-0.381, -4.391, 4.903], [0.566, -3.754, 3.567], [-1.191, -3.508, 3.616], [0.280, -2.000, 2.520], [-0.385, 1.640, 3.619], [0.897, 2.051, 4.754], [-0.787, 2.174, 5.251], [0.068, 0.926, 7.175], [5.509, 0.745, -4.057], [4.586, -0.274, -4.253], [3.618, -0.526, -3.295], [3.559, 0.229, -2.123], [4.474, 1.269, -1.947], [5.443, 1.520, -2.905], [2.604, -0.184, -1.074], [2.475, 0.307, 0.142], [3.052, 1.041, 1.199], [4.421, 0.837, 1.507], [5.036, 1.578, 2.494], [4.318, 2.522, 3.221], [2.956, 2.686, 2.984], [2.324, 1.946, 2.007], [6.279, 0.932, -4.794], [4.632, -0.879, -5.151], [2.905, -1.331, -3.444], [4.446, 1.873, -1.046], [6.157, 2.320, -2.749], [1.979, -1.020, -1.372], [4.980, 0.116, 0.924], [6.092, 1.435, 2.693], [4.811, 3.110, 3.984], [2.388, 3.392, 3.579], [1.261, 2.040, 1.851]], "lowdin_charge": [0.93, -0.18, -0.10, -0.27, 0.00, -0.03, -0.07, -0.13, 0.09, -0.21, -0.12, -0.29, 0.01, -0.02, -0.01, -0.09, 0.07, -0.11, -0.26, 0.01, -0.02, -0.04, -0.12, 0.07, 0.13, 0.14, 0.12, 0.14, 0.13, 0.12, 0.11, 0.08, 0.14, 0.14, 0.13, 0.12, 0.12, 0.09, 0.13, 0.15, 0.13, 0.12, 0.12, 0.07, -0.19, 0.99, -0.58, -0.40, -0.08, -0.05, -0.05, -0.05, -0.07, 0.04, 0.08, 0.04, 0.08, 0.12, 0.12, 0.12, 0.12, -0.02, -0.22, 0.01, -0.18, -0.02, -0.08, -0.20, -0.05, -0.16, -0.02, 0.00, 0.08, 0.09, 0.10, 0.13, 0.09, 0.07, 0.08, 0.07, 0.05, 0.08, 0.10, 0.14, -0.06, -0.06, -0.04, -0.22, -0.04, -0.06, -0.09, 0.02, -0.23, -0.03, -0.06, -0.05, -0.07, -0.04, 0.11, 0.11, 0.10, 0.11, 0.11, 0.05, 0.12, 0.12, 0.11, 0.11, 0.08], "fmax_ev_per_a": 0.95, "relative_energy_ev": 0.863, "multiplicity": 6, "lumo_energy_ev": [-4.8, -5.6], "homo_lumo_gap_ev": [7.2, 7.3], "charge": 2}

***

{"formula": "C20H23FN2O3S", "method": "ωB97M-V/def2-TZVPD", "elements": ["O", "C", "N", "C", "H", "C", "C", "C", "C", "H", "H", "H", "H", "H", "H", "H", "H", "H", "C", "N", "S", "O", "O", "C", "C", "C", "C", "C", "C", "H", "H", "H", "H", "H", "C", "C", "C", "C", "C", "C", "C", "H", "H", "F", "H", "H", "H", "H", "H", "H"], "positions_angstrom": [[0.716, 0.487, 1.289], [1.308, -0.540, 0.999], [2.640, -0.662, 1.137], [3.451, -1.788, 0.728], [4.251, -1.899, 1.470], [4.062, -1.509, -0.647], [4.915, -0.245, -0.566], [4.053, 0.911, -0.063], [3.425, 0.552, 1.284], [4.199, 0.378, 2.038], [2.756, 1.342, 1.626], [3.248, 1.085, -0.777], [4.645, 1.822, 0.036], [5.753, -0.408, 0.118], [5.323, -0.006, -1.549], [3.253, -1.347, -1.362], [4.661, -2.362, -0.970], [2.868, -2.707, 0.730], [0.506, -1.751, 0.526], [-0.680, -1.228, -0.112], [-0.300, -0.088, -1.305], [1.114, -0.163, -1.577], [-1.180, -0.317, -2.418], [-0.694, 1.524, -0.641], [0.219, 2.548, -0.792], [-0.097, 3.812, -0.324], [-1.323, 4.037, 0.280], [-2.236, 3.003, 0.414], [-1.922, 1.737, -0.052], [-2.614, 0.918, 0.044], [-3.192, 3.180, 0.884], [-1.569, 5.022, 0.648], [0.612, 4.619, -0.430], [1.166, 2.338, -1.265], [-1.714, -2.188, -0.473], [-3.069, -1.593, -0.202], [-3.899, -1.203, -1.245], [-5.128, -0.620, -0.988], [-5.512, -0.431, 0.327], [-4.704, -0.804, 1.386], [-3.480, -1.386, 1.111], [-2.830, -1.672, 1.923], [-5.035, -0.637, 2.399], [-6.709, 0.139, 0.587], [-5.781, -0.309, -1.787], [-3.566, -1.334, -2.262], [-1.574, -3.086, 0.133], [-1.629, -2.454, -1.532], [1.081, -2.369, -0.173], [0.214, -2.348, 1.396]], "nbo_charge": [-0.65, 0.71, -0.44, -0.21, 0.20, -0.42, -0.40, -0.41, -0.22, 0.19, 0.25, 0.22, 0.21, 0.19, 0.21, 0.23, 0.21, 0.21, -0.31, -0.67, 2.30, -0.96, -0.95, -0.18, -0.22, -0.20, -0.20, -0.21, -0.21, 0.24, 0.22, 0.21, 0.21, 0.23, -0.24, -0.06, -0.17, -0.28, 0.39, -0.29, -0.18, 0.22, 0.23, -0.33, 0.23, 0.23, 0.21, 0.22, 0.20, 0.23], "fmax_ev_per_a": 0.95, "relative_energy_ev": 0.383, "lumo_energy_ev": 0.7, "homo_lumo_gap_ev": 9.7}

***

{"formula": "H2NOS", "method": "ωB97M-V/def2-TZVPD", "elements": ["N", "O", "S", "H", "H"], "positions_angstrom": [[0.557, 0.100, -0.478], [1.331, -0.172, 0.442], [-1.225, -0.132, 0.098], [0.099, 1.644, -0.514], [-0.763, -1.440, 0.453]], "nbo_charge": [-0.25, -0.48, -0.25, -0.12, 0.09], "fmax_ev_per_a": 2.48, "relative_energy_ev": 2.021, "multiplicity": 3, "lumo_energy_ev": [4.3, 4.0], "homo_lumo_gap_ev": [5.1, 7.1], "charge": -1}